[1]
153
Properties=species:S:1:pos:R:3:forces:R:3:mulliken_charge:R:1 method="wB97M-V/def2-TZVPD" multiplicity=1 homo_lumo_gap_ev=5.45 charge=-1 total_energy_ha=-5577.60124
C 3.479592 1.117829 5.290402 -0.4 0.2 0.2 0.14
C 3.510253 1.994803 4.470950 0.3 -0.2 -0.1 -0.71
C 3.549231 3.061254 3.476015 -0.5 0.5 -0.1 -1.11
C 2.536038 2.868978 2.314974 -0.4 -0.2 0.5 -0.48
C 2.329389 1.416442 1.842504 0.9 0.5 -0.2 -0.90
B 1.983553 1.161764 0.270692 -0.8 0.0 0.8 0.34
C 1.241126 -0.292912 0.114984 0.1 0.6 -0.4 -1.41
C -0.286802 -0.289685 0.253217 -0.2 -0.4 0.2 1.35
C -0.810695 -0.424354 1.688498 0.2 -0.2 0.0 0.09
C -2.271756 -0.875210 1.714321 0.5 0.2 0.1 -2.02
N -3.209854 0.261253 1.558221 -1.3 -2.1 0.9 0.77
C -3.412661 0.943116 2.889263 0.9 1.2 -0.9 -1.63
C -3.078845 2.450688 2.802015 -0.6 -0.5 0.7 0.40
C -4.014828 3.328593 3.657147 0.6 0.6 -0.3 -0.36
C -3.221166 4.490454 4.288810 0.1 -0.6 -0.3 -1.23
C -4.442802 -0.044333 0.987498 0.2 1.0 -0.6 0.01
S -5.485362 1.155965 0.582404 -0.2 0.0 0.2 -0.23
S -4.984459 -1.740475 0.743913 0.6 -0.4 -0.1 -0.22
C -4.926469 -2.005121 -1.071546 0.1 0.5 0.0 -0.78
C -3.743278 -1.411018 -1.837359 0.0 0.3 -0.3 0.46
C -3.858924 0.074974 -2.214395 0.3 -0.2 0.1 -1.00
C 1.256735 2.377234 -0.544935 0.3 -0.3 -0.1 0.80
C 0.156386 3.124508 0.140961 0.0 0.5 0.1 -0.20
O -0.429304 2.775349 1.141545 0.1 -0.1 0.1 -0.19
C -0.214148 4.455660 -0.484445 0.0 -0.4 -0.2 -0.33
C -0.717693 4.453299 -1.781058 0.0 0.0 -0.3 -0.08
C -1.050714 5.638284 -2.422731 0.2 -0.1 0.4 -0.89
C -0.862545 6.840424 -1.747829 -0.2 -0.1 -0.5 -0.44
C -0.366466 6.841254 -0.456298 0.2 0.3 0.2 -0.85
C -0.038528 5.655846 0.188703 -0.2 0.0 -0.2 -0.17
S 3.634745 0.774212 -0.734152 -0.9 -1.7 0.1 1.71
O 4.183702 -0.497810 -0.283263 0.4 0.4 0.3 -0.89
O 3.411113 0.810203 -2.179393 0.4 0.8 0.2 -0.78
C 5.063921 1.936570 -0.373403 0.4 0.1 -0.6 0.53
F 6.183246 1.333355 -0.840148 -0.2 0.0 -0.1 -0.30
F 5.229503 2.100741 0.951323 -0.2 0.1 0.1 -0.22
C 5.059586 3.355311 -1.008926 0.5 0.0 -0.1 0.71
F 4.196672 4.175589 -0.385762 -0.2 -0.1 0.0 -0.21
F 6.303558 3.862757 -0.804668 0.0 0.0 0.1 -0.35
C 4.804401 3.476801 -2.541367 0.0 0.2 -0.1 0.45
F 5.322919 4.661634 -2.937195 0.0 0.0 0.0 -0.31
F 3.513177 3.511864 -2.834409 -0.1 0.0 0.1 -0.17
F 5.401674 2.529113 -3.241869 0.1 -0.1 0.0 -0.25
H 3.287668 0.447400 6.092523 0.2 -0.2 -0.1 0.55
H 4.559716 3.253239 3.114060 0.1 -0.3 0.0 0.34
H 3.245892 3.970169 4.008582 0.2 0.1 0.0 0.42
H 1.580969 3.222083 2.713841 0.0 0.0 -0.2 0.41
H 2.791931 3.559418 1.507920 0.1 -0.1 0.0 -0.02
H 1.577870 0.960050 2.487308 -0.1 0.0 -0.1 0.35
H 3.250410 0.863189 2.071790 -0.1 -0.1 0.0 0.71
H 1.455466 -0.701631 -0.877471 0.0 -0.2 0.0 0.28
H 1.659521 -0.972907 0.864791 0.1 -0.1 -0.1 -0.21
H -0.786238 0.519152 -0.284988 0.1 0.2 0.1 -0.37
H -0.633034 -1.208240 -0.225104 -0.1 0.2 -0.2 -0.21
H -0.624715 0.460840 2.299446 -0.1 0.1 -0.1 -0.15
H -0.235200 -1.238135 2.152820 0.0 0.1 0.1 0.54
H -2.506524 -1.429279 2.631643 0.0 0.1 0.1 0.40
H -2.392361 -1.594474 0.911110 -0.2 0.1 -0.2 0.50
H -4.435286 0.790176 3.228413 0.0 -0.1 0.0 0.72
H -2.695039 0.484376 3.567214 -0.2 -0.2 0.2 0.43
H -3.142091 2.739676 1.758686 0.2 0.2 0.0 0.18
H -2.059540 2.581854 3.164084 0.1 0.1 -0.3 -0.06
H -4.511984 2.740033 4.430076 -0.1 0.0 0.0 0.34
H -4.758626 3.781524 2.998945 -0.3 -0.3 0.1 0.28
H -3.849398 5.334326 4.569711 0.0 0.0 0.2 0.40
H -2.481702 4.825233 3.558080 -0.1 0.2 0.0 0.22
H -2.650500 4.124047 5.145039 -0.1 0.2 0.1 0.34
H -5.858271 -1.635786 -1.501390 0.0 0.0 0.0 0.42
H -4.892330 -3.089589 -1.172428 -0.1 0.0 0.2 0.40
H -2.795301 -1.561042 -1.325626 0.1 -0.2 0.1 -0.53
H -3.665802 -1.973262 -2.774077 0.0 -0.1 0.1 0.49
H -3.454877 0.722254 -1.437459 -0.2 0.0 0.0 0.07
H -3.249869 0.244138 -3.101023 0.0 0.1 -0.1 0.32
H -4.891961 0.359181 -2.420611 0.0 0.0 0.0 0.35
H 0.833752 1.958914 -1.469769 0.0 0.1 -0.1 -0.37
H 1.974288 3.132623 -0.882597 -0.1 0.1 -0.1 0.14
H -0.839649 3.511872 -2.305375 0.0 0.0 0.0 0.51
H -1.421281 5.608105 -3.438730 -0.1 0.1 0.0 0.42
H -1.098392 7.765409 -2.259617 0.0 0.1 0.1 0.42
H -0.208177 7.788466 0.045798 0.0 0.0 0.0 0.40
H 0.352372 5.661545 1.198285 0.0 0.0 0.0 0.52
C 2.339508 -4.739862 1.490014 0.0 0.0 0.0 -0.59
C 1.849257 -4.016140 0.486328 0.1 0.0 0.0 -0.34
C 0.383435 -3.855212 0.304266 0.1 0.2 0.1 0.53
O -0.060568 -3.178706 -0.596410 -0.1 -0.4 -0.2 -0.52
C -0.511304 -4.522149 1.280258 -0.1 0.0 0.0 -0.46
C -0.019688 -5.241773 2.284055 0.2 0.0 0.0 0.04
C 1.441507 -5.405151 2.464389 0.1 0.0 0.0 0.38
O 1.886699 -6.057463 3.391742 0.0 0.0 0.0 -0.65
H 3.402976 -4.868022 1.647887 0.0 0.0 0.0 0.46
H 2.481120 -3.505332 -0.230597 0.0 0.1 0.0 0.43
H -1.576430 -4.380847 1.136428 0.0 0.0 0.0 0.49
H -0.660754 -5.723800 3.008206 0.2 0.1 -0.1 0.30
C 3.004148 9.395383 -4.732726 0.0 0.0 -0.1 -0.35
C 3.713275 9.282184 -5.851866 0.0 0.0 0.0 -0.39
C 4.836591 8.316405 -5.958020 0.0 0.0 0.0 0.35
O 5.483221 8.219311 -6.979671 0.0 0.0 0.0 -0.56
C 5.135435 7.481505 -4.769216 0.0 0.0 0.0 -0.26
C 4.426500 7.593470 -3.648920 0.0 0.0 0.0 -0.31
C 3.304027 8.559461 -3.541090 0.0 0.0 0.0 0.28
O 2.655601 8.667384 -2.523678 0.0 0.0 0.0 -0.54
H 2.182121 10.092848 -4.632417 0.0 0.0 0.0 0.41
H 3.512119 9.880361 -6.731608 0.0 0.0 0.0 0.40
H 5.956185 6.782480 -4.867793 0.0 0.0 0.0 0.46
H 4.628875 6.992690 -2.772741 0.0 0.0 0.0 0.49
C 1.162295 -1.871164 -6.269338 0.1 0.0 0.2 -0.13
C 0.365505 -1.771290 -5.209305 0.0 -0.1 -0.1 -0.38
C 0.556118 -0.703156 -4.196624 0.1 0.0 0.0 -0.04
O -0.178209 -0.619559 -3.236798 -0.1 0.1 0.0 -0.09
C 1.673185 0.249057 -4.406663 -0.1 0.1 -0.2 0.43
C 2.471329 0.149834 -5.467344 -0.1 0.0 0.0 -0.23
C 2.280156 -0.913829 -6.481663 0.1 0.1 0.1 -0.07
O 3.004841 -1.006488 -7.452201 0.0 0.0 0.0 -0.60
H 1.037670 -2.637662 -7.017548 0.1 0.1 -0.1 0.28
H -0.456154 -2.456257 -5.030447 0.0 0.0 0.0 0.52
H 1.800894 1.011801 -3.654111 0.0 0.0 0.1 -0.18
H 3.294181 0.832494 -5.636995 0.0 0.0 0.0 0.49
C 1.395159 -3.630243 7.375955 0.0 0.0 0.0 -0.49
C 0.695785 -3.435532 6.260779 0.0 0.0 0.0 -0.27
C -0.727110 -3.006829 6.309761 0.0 0.0 0.0 0.33
O -1.371353 -2.833487 5.299186 0.0 0.0 0.0 -0.46
C -1.333760 -2.800603 7.650350 0.0 0.0 0.1 -0.39
C -0.632425 -2.995621 8.763305 0.0 0.0 0.0 -0.37
C 0.787711 -3.426050 8.713961 0.0 0.0 0.0 0.36
O 1.424520 -3.602836 9.730955 0.0 0.0 0.0 -0.57
H 2.431459 -3.942955 7.363717 0.0 0.0 0.0 0.46
H 1.122791 -3.579749 5.275976 0.0 0.0 0.0 0.54
H -2.369885 -2.486493 7.662390 0.0 0.0 0.0 0.44
H -1.054600 -2.852283 9.749900 0.0 0.0 0.0 0.41
C -3.269067 -5.106968 -8.673978 0.0 0.0 0.0 -0.38
C -2.439617 -4.134982 -9.042865 -0.1 0.0 0.0 -0.42
C -1.103772 -3.980558 -8.413697 0.0 0.0 0.0 0.54
O -0.352959 -3.090396 -8.751263 -0.1 -0.1 -0.1 -0.54
C -0.729227 -4.954722 -7.355699 0.0 0.0 0.0 -0.21
C -1.559725 -5.926179 -6.986787 0.0 0.0 0.0 -0.45
C -2.894965 -6.080413 -7.617516 0.0 0.0 0.0 0.35
O -3.650433 -6.967596 -7.284174 0.0 0.0 0.0 -0.55
H -4.247319 -5.237195 -9.118883 0.0 0.0 0.0 0.40
H -2.691933 -3.414354 -9.810220 0.0 0.0 0.0 0.42
H 0.248254 -4.828974 -6.907125 0.0 0.0 0.0 0.48
H -1.307559 -6.645232 -6.217886 0.0 0.0 0.0 0.42
C -4.747895 -8.338787 4.946270 0.0 0.0 0.0 -0.37
C -4.341418 -7.355133 4.148510 0.0 0.0 0.0 -0.41
C -2.962836 -6.814781 4.238853 0.0 0.1 0.0 0.32
O -2.590147 -5.916280 3.514916 -0.4 -0.1 0.1 -0.40
C -2.052328 -7.411709 5.248745 0.0 0.0 0.0 -0.25
C -2.460023 -8.395658 6.045592 0.0 0.0 0.0 -0.41
C -3.839693 -8.937423 5.957251 0.0 0.0 0.0 0.32
O -4.210997 -9.835284 6.682150 0.0 0.0 0.0 -0.56
H -5.748734 -8.748725 4.900481 0.0 0.0 0.0 0.40
H -4.985115 -6.903031 3.404665 0.0 0.0 0.0 0.43
H -1.049585 -7.002937 5.294380 0.0 0.0 0.0 0.46
H -1.815026 -8.846683 6.788818 0.0 0.0 0.0 0.42


[2]
68
Properties=species:S:1:pos:R:3:forces:R:3:nbo_charge:R:1 method="wB97M-V/def2-TZVPD" multiplicity=1 homo_lumo_gap_ev=7.92 charge=+1 total_energy_ha=-6900.23395
Ba 0.445580 1.754598 1.136710 -0.3 -0.3 -0.3 1.84
Se 1.240968 3.864397 -1.260583 0.5 0.2 -0.2 0.17
Se -0.994903 3.527929 -1.832779 -0.4 -0.1 0.2 0.17
C -0.666617 2.010102 -2.965008 0.1 -0.1 -0.1 0.03
C -1.551840 1.783136 -4.007144 -0.1 0.1 0.0 -0.28
C -1.321081 0.687570 -4.822807 0.0 0.0 0.0 -0.13
C -0.207472 -0.102290 -4.588211 0.0 0.0 0.1 -0.25
C 0.622115 0.225334 -3.527388 0.0 0.0 0.0 0.06
N 0.390545 1.252551 -2.703836 -0.1 0.1 0.0 -0.50
C 0.855020 5.110076 0.158307 0.0 -0.2 0.1 0.02
C 1.439656 6.360130 0.155089 -0.1 0.0 0.0 -0.25
C 1.227732 7.165894 1.267555 0.0 0.0 0.0 -0.13
C 0.448744 6.693131 2.306536 0.0 0.0 0.0 -0.23
C -0.090171 5.419657 2.212202 0.0 0.0 -0.1 0.07
N 0.108916 4.630119 1.154857 0.1 0.0 0.1 -0.56
H -2.379633 2.456952 -4.185280 0.0 0.0 0.0 0.24
H -1.992039 0.471450 -5.644293 0.0 0.0 0.0 0.23
H 0.023772 -0.952096 -5.215104 0.0 0.0 0.0 0.24
H 1.511221 -0.357080 -3.323765 0.0 0.0 0.0 0.22
H 2.038700 6.687101 -0.682524 0.0 0.0 0.0 0.24
H 1.671888 8.151391 1.317423 0.0 0.0 0.0 0.24
H 0.270661 7.289914 3.189442 0.0 0.0 0.0 0.24
H -0.683671 5.007015 3.018547 0.0 0.0 0.0 0.22
C -0.519794 -4.181936 3.713171 0.0 0.0 0.0 -0.20
C 0.550367 -4.244306 2.834951 0.0 0.0 0.0 -0.21
C 0.560866 -3.464066 1.683433 0.0 0.0 0.0 -0.16
C -0.501024 -2.611761 1.403027 0.0 0.1 0.0 -0.37
C -1.577393 -2.557126 2.293037 0.0 0.1 0.0 -0.22
C -1.590830 -3.338827 3.436482 0.0 0.0 0.0 -0.21
P -0.478187 -1.428686 0.002897 -0.2 0.0 0.3 0.72
C 0.790788 -2.094568 -1.117478 0.0 0.1 0.0 -0.26
C 0.522574 -2.941873 -2.187583 0.0 0.0 0.0 -0.23
C 1.548631 -3.330693 -3.039436 0.0 0.0 0.0 -0.20
C 2.846230 -2.883460 -2.822923 0.0 0.0 0.0 -0.20
C 3.124847 -2.049076 -1.747426 0.0 0.0 0.0 -0.21
C 2.097425 -1.651962 -0.906025 0.0 0.0 0.0 -0.23
C -2.074031 -1.746294 -0.813636 0.0 -0.1 0.0 -0.27
C -2.699808 -0.677936 -1.450090 0.0 -0.1 0.0 -0.23
C -3.915553 -0.855770 -2.097461 0.0 0.1 0.0 -0.20
C -4.517630 -2.103605 -2.102133 0.0 -0.1 0.0 -0.19
C -3.905447 -3.175916 -1.460746 0.0 0.1 0.0 -0.20
C -2.690338 -2.999284 -0.819746 0.0 0.0 0.0 -0.22
H -0.525354 -4.790769 4.608113 0.0 0.0 0.0 0.23
H 1.383472 -4.904382 3.040740 0.0 0.0 0.0 0.22
H 1.403090 -3.526988 1.006351 0.0 0.0 0.0 0.21
H -2.419048 -1.904766 2.082520 0.0 0.0 0.0 0.22
H -2.434755 -3.290678 4.112845 0.0 0.0 0.0 0.23
H -0.487797 -3.281215 -2.375831 0.0 0.0 0.0 0.23
H 1.334397 -3.985463 -3.874879 0.0 0.0 0.0 0.23
H 3.642527 -3.185901 -3.490599 0.0 0.0 0.0 0.23
H 4.136809 -1.705452 -1.574992 0.0 0.0 0.0 0.23
H 2.310397 -1.000572 -0.063674 0.0 0.0 0.0 0.21
H -2.227486 0.297773 -1.435394 0.0 0.0 0.0 0.20
H -4.397447 -0.019504 -2.588422 0.0 0.0 0.0 0.22
H -5.470701 -2.240796 -2.596563 0.0 0.0 0.0 0.23
H -4.380219 -4.148430 -1.456778 0.0 0.0 0.0 0.23
H -2.224890 -3.835262 -0.310809 0.0 0.0 0.0 0.23
F 0.820887 2.567095 3.535620 0.4 0.1 0.0 -0.62
B 2.267823 2.863923 3.520938 0.0 0.0 0.0 1.35
F 2.668798 2.434633 2.159247 0.0 0.3 0.3 -0.63
F 2.471763 4.198502 3.669769 -0.1 0.0 -0.2 -0.53
F 2.913645 2.082506 4.433208 -0.1 -0.2 -0.1 -0.53
C 1.304434 -0.769441 3.828687 0.1 0.1 0.0 -0.26
O 1.776842 -0.163201 2.604938 0.0 0.0 0.1 -0.81
H 1.109974 -0.001027 4.577121 0.0 0.0 0.0 0.20
H 2.045022 -1.470422 4.209738 0.0 0.0 0.0 0.19
H 0.394227 -1.310446 3.594105 -0.1 0.0 0.0 0.19
H 2.603807 0.290445 2.823743 0.0 0.0 0.0 0.51


[3]
72
Properties=species:S:1:pos:R:3:forces:R:3:mulliken_charge:R:1 method="wB97M-V/def2-TZVPD" multiplicity=1 homo_lumo_gap_ev=7.44 charge=+1 total_energy_ha=-2202.84862
C 4.048808 -5.497321 0.859744 -0.5 0.0 -0.5 -0.86
C 3.551525 -4.133595 1.538852 -0.8 -2.4 0.8 -0.46
O 3.300403 -3.135021 0.508608 1.6 2.4 0.3 -0.08
P 4.422070 -1.869740 0.547445 3.7 0.2 0.0 0.78
O 5.784040 -2.237795 1.126213 -3.4 0.4 -0.8 -0.76
C 3.688895 -0.374603 1.470441 -0.9 -1.2 -0.3 -0.76
C 2.180244 -0.061987 1.062609 -0.2 0.9 0.1 -0.45
C 1.886615 -0.100669 -0.507029 1.0 0.5 0.5 -0.79
N 0.452025 0.227370 -0.728004 -0.5 -1.0 -0.3 0.15
C -0.530914 -0.667251 -0.764548 0.4 0.0 -0.2 -0.32
N -1.861122 -0.098939 -1.041926 1.2 -2.1 0.1 0.02
C -2.921804 -0.847207 -0.263871 0.6 -1.8 -0.2 -0.59
C -2.797875 -2.375876 -0.774201 -0.6 1.1 1.2 -0.80
C -1.408895 -2.894014 -0.214506 -1.7 -1.0 0.5 -0.08
C -1.280527 -4.442217 -0.609962 -0.6 -0.2 -0.2 0.77
F -2.284323 -4.805216 -1.543087 1.9 0.6 1.7 -0.32
F -1.492193 -5.214676 0.552330 0.5 1.4 -2.3 -0.29
C 0.109098 -4.852856 -1.263176 0.1 -2.9 -0.4 0.61
F 1.098216 -4.769113 -0.290133 -1.5 0.6 -2.1 -0.23
F 0.409513 -4.207533 -2.449765 -0.4 -0.7 2.7 -0.24
F 0.006840 -6.222075 -1.588710 0.3 2.8 0.6 -0.27
N -0.225690 -2.064136 -0.590086 -1.6 2.4 1.2 0.05
O 4.715769 -1.289078 -1.041023 -1.6 -2.0 2.6 -0.41
C 4.902755 -2.388737 -1.972656 0.4 -0.2 -2.6 0.13
C 3.840625 -2.179608 -3.169764 -0.3 0.6 0.7 -0.67
H 4.731835 -5.298432 -0.038697 -0.7 -0.2 1.6 0.21
H 3.151587 -6.061939 0.421707 1.2 0.9 0.7 0.21
H 4.524735 -6.215171 1.602650 -0.4 1.2 -0.9 0.32
H 4.205418 -3.784089 2.393066 -0.4 -0.2 -1.4 0.50
H 2.530152 -4.376736 2.004586 1.4 0.6 -0.7 0.28
H 4.409972 0.483870 1.313923 -0.9 -1.0 0.1 0.42
H 3.681706 -0.687790 2.568446 0.3 0.5 -1.5 0.34
H 1.966671 1.011913 1.406294 0.2 -1.5 -0.5 0.38
H 1.411192 -0.702439 1.624839 1.3 0.6 -0.8 0.26
H 2.153748 -1.079485 -1.016833 -0.4 1.2 0.7 0.13
H 2.501390 0.738698 -0.977484 -0.9 -1.3 0.4 0.41
H 0.221203 1.221576 -0.887453 -0.2 -0.9 0.2 0.37
H -2.081271 -0.339850 -2.029591 0.4 0.6 0.5 0.31
H -3.960826 -0.428693 -0.442970 1.5 -0.3 0.2 0.41
H -2.624779 -0.820481 0.829476 -0.7 0.2 -1.2 0.31
H -2.895560 -2.400092 -1.901673 0.2 -0.2 1.3 0.29
H -3.645984 -2.987495 -0.305702 1.4 0.7 -0.8 0.43
H -1.486632 -2.873768 0.930901 0.1 -0.2 -1.6 0.32
H 0.458224 -2.217407 0.175477 0.2 0.3 -1.1 0.12
H 5.942579 -2.317378 -2.447888 -1.4 0.1 1.0 0.38
H 4.838372 -3.420178 -1.511452 -0.1 1.3 -0.3 -0.13
H 4.311650 -2.264002 -4.198591 -0.7 -0.3 1.3 0.35
H 3.454555 -1.101730 -3.093054 0.7 -1.4 -0.1 0.16
H 2.923082 -2.843911 -3.036644 1.3 0.7 -0.4 0.07
C -2.981773 2.670953 -1.290419 -0.5 0.7 0.1 -0.17
O -3.341620 3.461792 -0.177722 0.4 -0.1 -0.1 -0.33
C -2.737392 2.996896 1.024143 -0.6 0.4 -0.1 -0.06
C -2.648576 4.120803 2.048194 0.4 0.0 0.1 -0.57
O -1.563616 5.015142 1.804230 -0.2 -0.2 -0.2 -0.48
C -1.730133 5.918576 0.708345 0.1 0.2 0.2 -0.32
C -2.733184 7.026998 0.987121 -0.3 -0.3 -0.3 -0.61
O -4.061655 6.548949 0.815669 0.0 -0.2 0.2 -0.26
C -5.012268 7.337034 1.507492 0.1 -0.1 -0.2 -0.78
H -3.318013 1.644200 -1.155793 0.0 0.0 -0.1 -0.13
H -3.466202 3.091528 -2.174003 0.0 0.0 0.1 0.39
H -1.897935 2.703459 -1.445780 0.1 -0.2 0.0 0.15
H -1.730856 2.606059 0.823975 0.1 0.0 0.0 0.02
H -3.367294 2.190139 1.419217 0.1 -0.1 0.2 0.35
H -2.436069 3.670841 3.022296 0.1 0.0 -0.1 0.43
H -3.590943 4.660866 2.146655 -0.1 -0.1 -0.3 0.21
H -1.964596 5.380564 -0.212426 -0.2 0.1 0.1 0.12
H -0.749124 6.378834 0.564392 0.0 0.0 0.1 0.40
H -2.581922 7.850253 0.279939 0.2 0.1 0.1 0.44
H -2.590620 7.397475 2.009617 0.1 0.0 0.0 0.36
H -4.806856 7.327899 2.583245 0.0 0.1 0.0 0.33
H -5.999270 6.903245 1.343737 0.1 0.0 -0.1 0.24
H -5.007202 8.364400 1.130746 0.0 0.1 0.1 0.32